No. 1
The following is a quantum chemistry calculation of a cluster of 6 separate species, C41H70F9N3O20 in total, from the Open Molecules 2025 dataset.

## Properties
- frontier orbital gap (eV) = 8.978
- HOMO energy (eV) = -9.08
- SMILES = CCCCOCO[C@H]([C@H](N=C(C)C)N(CCCC(=O)OCC)OC#N)C(F)(F)C(F)(F)C(F)(F)C(F)(F)F.CCOC(=O)OC.CCOC(=O)OC.CCOC(=O)OC.CCOC(=O)OC.CCOC(=O)OC
- lowest unoccupied orbital energy (eV) = -0.1
- spin multiplicity = 1

Geometry as XYZ:
```
143
C41H70F9N3O20, DFT ωB97M-V/def2-TZVPD
C 4.15199 0.74358 4.54129
C 5.04604 2.05860 4.29609
C 4.15654 3.40173 4.00596
C 4.17794 3.79970 2.41714
O 2.86001 3.62108 1.78679
C 2.57771 2.18639 1.63373
O 2.34790 1.81529 0.26094
C 0.92987 1.50806 0.00782
C 0.76355 -0.06646 0.28290
N -0.16579 -0.78510 -0.63692
C 0.38388 -1.83373 -1.23314
C 0.34821 -1.92554 -2.86496
C 1.06364 -3.09706 -0.48429
N 0.42977 -0.30298 1.72400
C -1.02816 -0.20855 2.00980
C -1.36966 0.60406 3.39377
C -2.68093 -0.04927 4.05804
C -4.05780 0.65814 3.57723
O -4.36199 1.84407 3.91312
O -5.04433 -0.03743 2.76755
C -4.66857 0.16552 1.37010
C -5.79481 0.95802 0.51182
O 1.00094 -1.43994 2.21626
C 1.42431 -1.26771 3.57489
N 1.36545 -1.13341 4.78336
C 0.66005 1.98452 -1.49663
F 1.47591 3.16652 -1.69508
F 1.14786 1.05839 -2.49858
C -0.84760 2.34589 -1.87622
F -1.68836 1.21675 -2.14398
F -0.79134 3.06615 -3.13179
C -1.64439 3.28593 -0.85725
F -2.87248 3.64962 -1.52902
F -2.06250 2.64391 0.35217
C -0.93816 4.66997 -0.46520
F -1.94537 5.45843 0.20213
F 0.13638 4.55950 0.44747
F -0.49647 5.45068 -1.55505
H 3.95874 0.15210 3.56046
H 3.10546 1.08003 4.91172
H 4.60168 -0.01330 5.27444
H 5.66837 2.21717 5.25216
H 5.71408 1.82965 3.37535
H 3.05078 3.18837 4.24023
H 4.58020 4.26296 4.64518
H 4.43736 4.92941 2.38933
H 5.01800 3.27018 1.84377
H 3.56373 1.65860 1.94858
H 1.78649 1.84062 2.38218
H 0.33838 2.07513 0.80500
H 1.81381 -0.53614 0.12312
H 1.22006 -1.31678 -3.32625
H 0.57086 -3.02368 -3.16784
H -0.68042 -1.59121 -3.23673
H 1.94079 -2.66671 0.14456
H 1.55215 -3.80944 -1.24241
H 0.35795 -3.64477 0.23490
H -1.65231 0.29673 1.19881
H -1.42595 -1.28277 2.15026
H -1.66894 1.66837 3.04109
H -0.46959 0.69730 4.08885
H -2.59959 0.10384 5.19965
H -2.77260 -1.16548 3.82970
H -4.43079 -0.84947 0.86976
H -3.72380 0.82564 1.37210
H -6.78278 0.37692 0.46439
H -5.35894 1.11398 -0.55107
H -5.97348 1.96485 1.03117
C -1.92556 -7.82671 -5.80467
C -0.99688 -6.72027 -6.26957
O -0.07615 -6.34703 -5.23568
C 0.94506 -7.19694 -5.03388
O 1.15038 -8.22266 -5.63765
O 1.68869 -6.72243 -4.01581
C 2.74934 -7.59315 -3.62597
H -2.42969 -7.54067 -4.87739
H -2.67796 -8.04417 -6.56576
H -1.37517 -8.74657 -5.59571
H -1.58553 -5.82951 -6.50206
H -0.46010 -6.99906 -7.18128
H 3.38081 -7.85622 -4.47697
H 2.34008 -8.49157 -3.15822
H 3.36172 -7.06814 -2.89136
C -6.76293 3.75218 5.25529
C -7.31389 2.34016 5.18975
O -7.90221 1.95487 6.44065
C -9.11225 2.47527 6.69682
O -9.73726 3.21873 5.97769
O -9.50240 2.04836 7.91322
C -10.73252 2.61776 8.35557
H -6.06960 3.85497 6.09440
H -6.24131 4.00537 4.33011
H -7.55955 4.48327 5.41019
H -6.49558 1.64317 4.99932
H -8.03306 2.22377 4.37331
H -11.52640 2.46899 7.62072
H -10.59616 3.68140 8.56442
H -11.02070 2.11679 9.28093
C 5.70881 2.26609 -0.90445
C 6.08229 1.58195 -2.20597
O 7.50368 1.57011 -2.39689
C 8.17994 0.66994 -1.66566
O 7.70304 -0.11716 -0.88250
O 9.49120 0.81448 -1.93293
C 10.33592 -0.01426 -1.13673
H 6.14645 3.26728 -0.85742
H 4.62359 2.34773 -0.80915
H 6.08734 1.71342 -0.04123
H 5.65768 2.14288 -3.04238
H 5.67792 0.56666 -2.26026
H 10.04121 -1.06350 -1.20417
H 10.31735 0.32451 -0.09830
H 11.35451 0.08293 -1.51507
C 5.65489 9.05278 -2.72830
C 4.69116 8.04269 -3.32344
O 5.34670 7.20284 -4.28217
C 6.12816 6.23910 -3.76908
O 6.31588 6.02158 -2.59496
O 6.69302 5.57019 -4.79094
C 7.63627 4.58210 -4.37953
H 6.14795 9.62478 -3.51893
H 5.12898 9.74313 -2.06520
H 6.44261 8.56051 -2.15415
H 3.89948 8.57176 -3.85951
H 4.20840 7.43913 -2.54895
H 7.19740 3.88952 -3.65906
H 8.52118 5.06519 -3.95885
H 7.93769 4.01569 -5.26183
C -8.07376 -6.72240 -1.50013
C -7.71646 -7.39527 -2.81265
O -6.29744 -7.41857 -3.01427
C -5.62570 -8.33388 -2.29749
O -6.10532 -9.12430 -1.52011
O -4.31456 -8.20002 -2.57207
C -3.47318 -9.04616 -1.79063
H -7.62616 -5.72640 -1.44518
H -9.15710 -6.63152 -1.39584
H -7.69449 -7.28846 -0.64681
H -8.14125 -6.82124 -3.63976
H -8.13102 -8.40586 -2.87514
H -3.77920 -10.09148 -1.86742
H -3.48111 -8.71849 -0.74850
H -2.45604 -8.95538 -2.17497
```

***

No. 2
The following is a quantum chemistry calculation of a structure of composition C41H72BrGeN4O4P3PbS, from the Open Molecules 2025 dataset.

## Properties
- total charge = +1
- expectation value of S² = 0.789
- frontier orbital gap (alpha / beta) (eV) = 7.271 / 4.495
- HOMO energy (alpha / beta) (eV) = -9.46 / -9.45
- lowest unoccupied orbital energy (alpha / beta) (eV) = -2.2 / -5.0
- relative energy (zero: lowest compared OMol25 entry of this formula, charge and spin) (eV) = 0.766
- spin multiplicity = 2

Geometry as XYZ:
```
128
C41H72BrGeN4O4P3PbS, DFT ωB97M-V/def2-TZVPD
Pb -1.20532 0.11328 1.02388
C 2.53480 -1.62435 2.86059
C 1.40708 -2.61316 3.14611
C 0.89823 -2.44664 4.58028
P 0.02565 -2.34873 1.92078
C 0.76997 -3.05296 0.35736
N 1.64026 -2.15719 -0.37436
Ge 1.04007 -0.23963 -0.88570
N 0.35301 -0.64846 -2.67366
C -0.86737 -1.42242 -2.89844
P -2.51683 -0.79535 -2.26481
C -3.28246 0.20734 -3.68234
C -2.75650 -0.19875 -5.05644
C -3.24708 1.73125 -3.56502
C -3.57766 -2.32301 -2.57121
C -4.74198 -2.26015 -1.57570
C -2.86262 -3.66864 -2.47012
C 1.22265 -0.46833 -3.72063
C 0.87905 -0.49545 -5.08014
C 1.81269 -0.21252 -6.05900
C 3.11699 0.11441 -5.72025
C 3.48759 0.09790 -4.38800
C 2.56702 -0.23260 -3.40557
N 2.95642 -0.42354 -1.99948
C 3.49732 -1.77134 -1.80341
C 4.60326 -2.23975 -2.49632
C 5.15891 -3.47498 -2.21416
C 4.56835 -4.26420 -1.23835
C 3.40641 -3.85480 -0.61597
C 2.80995 -2.61124 -0.90196
C 3.82782 0.67213 -1.63878
C 5.20476 0.60859 -1.58345
C 5.95954 1.76825 -1.43860
C 5.32852 3.00880 -1.37737
C 3.95828 3.07628 -1.32237
C 3.16849 1.90174 -1.37216
N 1.84570 1.85442 -1.13643
C 1.30714 2.91974 -0.32642
P 0.56534 2.38009 1.31683
C -0.18474 3.97855 1.91167
C -1.30980 4.50497 1.02233
C -0.73100 3.75674 3.32432
C 2.07711 2.26880 2.43918
C 3.20226 1.47635 1.76811
C 2.64381 3.60531 2.92139
C -1.16915 -3.67922 2.45297
C -2.49042 -3.59527 1.69283
C -0.60367 -5.09778 2.40048
H 3.37671 -1.80925 3.53033
H 2.17566 -0.60642 3.02558
H 2.89294 -1.70627 1.83374
H 1.78425 -3.62929 3.00325
H 0.24029 -1.57907 4.65753
H 1.74285 -2.30212 5.25613
H 0.35053 -3.32409 4.92256
H -0.08495 -3.34523 -0.27248
H 1.28205 -3.97010 0.64547
H -0.75995 -2.36700 -2.35256
H -0.96516 -1.66692 -3.95379
H -4.33456 -0.08420 -3.60471
H -1.73215 0.15085 -5.18804
H -3.36023 0.27974 -5.82956
H -2.79356 -1.27735 -5.22082
H -2.23014 2.13105 -3.61927
H -3.75009 2.07582 -2.66362
H -3.80069 2.15296 -4.40667
H -3.99150 -2.23251 -3.57877
H -4.38696 -2.45619 -0.56278
H -5.49693 -3.00881 -1.82374
H -5.22321 -1.27882 -1.58614
H -2.26309 -3.73437 -1.56212
H -2.21725 -3.85398 -3.32864
H -3.60482 -4.46817 -2.43192
H -0.13084 -0.72571 -5.38313
H 1.51093 -0.22402 -7.09791
H 3.83972 0.37104 -6.48162
H 4.50276 0.35621 -4.11814
H 5.04683 -1.64171 -3.27870
H 6.03775 -3.81211 -2.74494
H 5.00602 -5.21782 -0.97387
H 2.96289 -4.51521 0.11523
H 5.70958 -0.34052 -1.66016
H 7.03829 1.70020 -1.42137
H 5.91585 3.91655 -1.35721
H 3.47907 4.04306 -1.26011
H 0.50243 3.42955 -0.85233
H 2.06929 3.65150 -0.04892
H 0.61871 4.71949 1.92496
H -2.11587 3.77591 0.96189
H -0.97513 4.74560 0.01434
H -1.71639 5.41582 1.46695
H -1.63555 3.14882 3.27663
H -0.98895 4.71431 3.77939
H -0.00900 3.26739 3.98351
H 1.73756 1.69534 3.30900
H 3.73850 2.10650 1.06112
H 2.83121 0.59945 1.23499
H 3.92175 1.14220 2.51642
H 2.88040 4.26082 2.08070
H 3.57488 3.41558 3.45866
H 1.96980 4.12844 3.59658
H -1.37200 -3.41696 3.49550
H -2.34876 -3.82502 0.63759
H -2.94016 -2.60802 1.78908
H -3.19381 -4.32588 2.09613
H -0.47970 -5.43588 1.37077
H -1.30299 -5.77810 2.88913
H 0.34925 -5.18382 2.92294
O -1.22930 0.32606 3.73446
H -2.10666 0.73512 3.87276
H -0.59563 0.94769 4.11072
O -1.35951 2.04079 -0.82086
H -1.16311 1.86227 -1.74721
H -2.31076 2.28938 -0.74784
O -3.70258 -0.41685 1.93150
H -4.21064 0.01748 1.22078
H -3.76477 0.21445 2.67126
Br -4.38450 2.20006 0.30654
C -4.62634 4.17091 3.30922
S -4.99643 2.41292 3.50867
C -5.72788 2.60233 5.16174
O -3.68099 1.72663 3.79039
H -5.57664 4.70236 3.34115
H -4.16137 4.31152 2.33751
H -3.96790 4.50074 4.11115
H -6.64424 3.18426 5.07537
H -5.01333 3.09503 5.81849
H -5.95963 1.60915 5.53963
```

***

So what do the calculations give for largest force on an atom? Going down the list: 6.50 2.17 eV/Å.
So what do the calculations give for energy? Going down the list: -4171.75209 -8391.33848 Eh.